Entry 1:
{"formula": "C50H54N8O4ReS2", "method": "the ωB97M-V functional and the def2-TZVPD basis", "symbols": ["Re", "C", "C", "C", "C", "C", "C", "C", "C", "C", "C", "C", "C", "C", "C", "C", "C", "N", "C", "C", "C", "N", "C", "C", "C", "N", "C", "C", "C", "C", "C", "C", "C", "C", "C", "C", "C", "C", "N", "C", "C", "H", "H", "H", "H", "H", "H", "H", "H", "H", "H", "H", "H", "H", "H", "H", "H", "H", "H", "H", "H", "H", "H", "H", "H", "H", "H", "H", "H", "H", "H", "H", "H", "H", "H", "H", "H", "H", "H", "H", "H", "H", "H", "H", "H", "O", "N", "C", "C", "C", "C", "C", "S", "H", "H", "H", "H", "O", "S", "O", "O", "C", "N", "C", "C", "C", "N", "C", "C", "C", "N", "C", "C", "H", "H", "H", "H", "H", "H"], "coordinates": [[0.2847, 0.7294, 0.7993], [-4.2325, 2.8389, -2.3249], [-4.7890, 2.2572, -1.0186], [-3.7820, 1.3234, -0.4407], [-3.7229, -0.0349, -0.5621], [-4.7093, -0.9651, -1.1846], [-5.7432, -1.4537, -0.1680], [-2.4701, -0.4482, 0.0243], [-2.0844, -1.7584, 0.2607], [-0.8852, -2.1597, 0.8300], [-0.5619, -3.5238, 1.1580], [-1.4898, -4.6814, 0.9951], [-1.4162, -5.2768, -0.4153], [0.7246, -3.5161, 1.6276], [1.1661, -2.1459, 1.6113], [2.4033, -1.7109, 2.0621], [2.7891, -0.3938, 2.2428], [2.0305, 0.6983, 1.9479], [2.6868, 1.7844, 2.4560], [2.1902, 3.0768, 2.4968], [0.9299, 3.4974, 2.0804], [-0.0360, 2.6753, 1.5749], [-1.1066, 3.4617, 1.2456], [-2.2662, 3.0266, 0.6112], [-2.5571, 1.7382, 0.1991], [-1.7468, 0.6509, 0.3849], [-0.8072, 4.8352, 1.5516], [0.4599, 4.8604, 2.0721], [1.2656, 6.0520, 2.4793], [1.3363, 6.2532, 3.9950], [-1.7221, 5.9826, 1.2762], [-2.7836, 6.1318, 2.3681], [3.9442, 1.3678, 3.0356], [4.0053, 0.0111, 2.9096], [5.0533, -0.9291, 3.4054], [5.9105, -1.5055, 2.2746], [4.9749, 2.2873, 3.5934], [5.8537, 2.8275, 2.4629], [0.1725, -1.3381, 1.1302], [1.4976, -4.6687, 2.1788], [1.2741, -4.7760, 3.6923], [-4.9381, 3.5312, -2.7789], [-4.0299, 2.0378, -3.0329], [-3.2973, 3.3648, -2.1388], [-5.7200, 1.7229, -1.2116], [-5.0034, 3.0694, -0.3227], [-4.1789, -1.8222, -1.6048], [-5.2272, -0.4641, -2.0052], [-5.2542, -1.9254, 0.6809], [-6.4152, -2.1725, -0.6310], [-6.3286, -0.6171, 0.2048], [-2.7823, -2.5406, 0.0016], [-2.5111, -4.3544, 1.2037], [-1.2458, -5.4600, 1.7194], [-1.4731, -4.5023, -1.1742], [-2.2280, -5.9767, -0.5875], [-0.4884, -5.8218, -0.5556], [3.0931, -2.4808, 2.3711], [2.8319, 3.8326, 2.9211], [-3.0246, 3.7710, 0.4233], [0.8264, 6.9452, 2.0308], [2.2785, 5.9447, 2.0847], [0.3536, 6.4920, 4.3915], [2.0067, 7.0770, 4.2313], [1.6981, 5.3577, 4.4942], [-2.2097, 5.8325, 0.3098], [-1.1483, 6.9092, 1.2122], [-3.3443, 5.2077, 2.4827], [-3.4767, 6.9316, 2.1164], [-2.3153, 6.3639, 3.3215], [4.5716, -1.7477, 3.9492], [5.7026, -0.4055, 4.1099], [5.2873, -1.9545, 1.5059], [6.5850, -2.2664, 2.6620], [6.5046, -0.7213, 1.8120], [5.5973, 1.7540, 4.3134], [4.4987, 3.1187, 4.1147], [6.3371, 2.0060, 1.9390], [6.6212, 3.4876, 2.8588], [5.2506, 3.3796, 1.7453], [2.5654, -4.5529, 1.9779], [1.1704, -5.5907, 1.6961], [1.6370, -3.8804, 4.1943], [1.7974, -5.6408, 4.0955], [0.2120, -4.8810, 3.9047], [2.5063, 0.4152, -0.7212], [2.5867, 1.0153, -1.8510], [3.5934, 0.7057, -2.6928], [3.7565, 1.3292, -3.9056], [2.8388, 2.2952, -4.3055], [1.7941, 2.5911, -3.4601], [1.6798, 1.9636, -2.2192], [0.4459, 2.4474, -1.1306], [4.2648, -0.0616, -2.3359], [4.5869, 1.0518, -4.5349], [2.9413, 2.8001, -5.2524], [1.0433, 3.3189, -3.7202], [-3.3423, -7.9531, -4.3799], [-2.1154, -7.2385, -4.1365], [-1.0734, -7.3482, -5.1467], [-1.6572, -7.2285, -2.7674], [-2.4872, -5.4734, -4.5545], [-3.2001, -5.2736, -5.6353], [-3.2067, -4.0443, -6.1265], [-2.5179, -3.0115, -5.5042], [-1.8404, -3.3307, -4.3263], [-1.8170, -4.5853, -3.8723], [-1.1548, -2.3323, -3.5006], [-1.6149, -1.0208, -3.4240], [-0.9972, -0.1555, -2.5454], [0.0360, -0.5073, -1.7964], [0.5143, -1.7367, -1.9090], [-0.0534, -2.6941, -2.7288], [-3.7790, -3.8917, -7.0344], [-2.4959, -2.0105, -5.9058], [-2.4558, -0.6866, -4.0076], [-1.3326, 0.8668, -2.4354], [1.3905, -1.9524, -1.3126], [0.3307, -3.6986, -2.7724]], "s_squared": 3.804, "spin_multiplicity": 4, "molar_mass_g_mol": 1081.4, "total_charge": 0, "lumo_ev": [-2.11, -2.30]}

=====

Entry 2:
{"formula": "C2H7O", "method": "the ωB97M-V functional and the def2-TZVPD basis", "symbols": ["O", "H", "C", "C", "H", "H", "H", "H", "H", "H"], "coordinates": [[1.6310, -1.1070, 3.6536], [0.7426, -1.2899, 3.9808], [-0.8895, 0.7420, -1.0089], [0.3268, -0.1688, -0.9183], [-1.2037, 1.0430, -2.0048], [-0.8073, 1.7754, -0.5784], [-1.7355, 0.3305, -0.4357], [0.6517, -0.1679, 0.1113], [0.1925, -1.2960, -1.1738], [1.0913, 0.1388, -1.6258]], "e_above_lowest_kcal_mol": 11.31, "molar_mass_g_mol": 47.1, "total_charge": -1, "lumo_ev": 3.69}

=====

Entry 3:
{"formula": "C5H8O2", "method": "the ωB97M-V functional and the def2-TZVPD basis", "symbols": ["O", "C", "C", "C", "C", "C", "O", "H", "H", "H", "H", "H", "H", "H", "H"], "coordinates": [[-1.3160, -2.1728, 0.2863], [-1.0472, -1.0146, 0.1110], [-1.7188, 0.2040, -0.5653], [-0.6296, 1.0847, 0.0954], [0.1517, -0.1777, 0.5491], [1.3773, -0.4843, -0.2945], [2.3375, 0.5160, -0.0250], [-1.6569, 0.1580, -1.6579], [-2.7628, 0.3877, -0.2985], [-1.0135, 1.6721, 0.9322], [-0.0702, 1.7426, -0.5721], [0.4029, -0.2447, 1.6136], [1.7444, -1.4914, -0.0470], [1.0930, -0.4921, -1.3619], [3.1050, 0.3591, -0.5870]], "e_above_lowest_kcal_mol": 27.81, "molar_mass_g_mol": 100.1, "smiles": "O=C1CC[C@@H]1CO", "total_charge": 0, "lumo_ev": 0.79}

=====

Number 1: DFT total energy -3551.3738 Ha, largest force on an atom 2.20 eV/A. Number 2: DFT total energy -155.5896 Ha, largest force on an atom 2.02 eV/A. Number 3: DFT total energy -345.7606 Ha, largest force on an atom 0.70 eV/A.